Entry from the OMol25 dataset: a molecular structure, C46H49BHfN13OS2 (the ωB97M-V functional and the def2-TZVPD basis).

Structure (ORCA input):
```
! RIJCOSX wB97M-V def2-TZVPD def2/J DEFGRID3
* xyz 3 1
Hf 0.4390 -0.0439 -0.1077
S 4.4028 0.6340 -3.1684
S -2.8528 -4.0308 -4.7006
O -0.8249 1.1834 1.0909
N 0.3557 3.0075 -3.3807
N 1.7913 -1.8162 -0.3430
N 0.6356 -1.6960 2.4260
N -1.8811 1.9626 2.9924
N -0.3109 -1.5064 1.4454
N -0.1079 1.7593 -1.6024
N 1.9686 0.8465 1.1530
N -0.2031 -4.1737 -8.4022
N 2.4681 -2.1303 0.8080
N -0.7844 -1.1663 -1.7857
N 2.3746 0.5155 -1.6374
N 2.4894 0.0196 2.1119
N -3.1628 1.9902 3.4855
C 0.9392 4.8154 4.2192
C 2.2260 3.2412 0.4737
C -1.8098 -3.9955 -6.1721
C 2.3127 -2.5892 -1.3197
C 3.3093 -3.3945 -0.7859
C -0.9410 -3.0950 -8.1830
C 3.5994 0.0893 -1.7706
C -3.9802 1.3786 2.6199
C 2.5393 2.0534 1.3176
C -1.1354 -0.7649 -3.0263
C -1.2034 -2.7006 3.1096
C -3.4796 2.3671 4.8551
C -1.6540 -3.3327 -2.3720
C 0.7582 2.0071 -2.5839
C 4.1332 0.1115 4.0039
C -1.6703 4.5081 -3.3444
C -1.2937 4.2597 3.5398
C -1.8999 1.3178 1.7871
C 3.3801 0.6917 2.8587
C -0.9076 2.9283 3.4108
C -1.7075 -1.5773 -3.9748
C 4.3046 -3.6504 1.5851
C -1.0532 -5.1366 -6.3915
C -2.6937 -2.2459 1.0757
C -1.4321 -2.1276 1.8655
C 3.3869 -3.0770 0.5634
C -0.2642 -5.1763 -7.5369
C -3.2278 0.9547 1.5374
C 0.3945 2.5340 3.6683
C -3.1257 3.9670 -1.4922
C 2.0355 1.3412 -2.6803
C 3.4382 1.9918 2.3741
C -0.3685 5.2018 3.9556
C -1.1424 2.6890 -1.7769
C -2.8177 4.7422 -2.6190
C 0.8569 -2.8246 4.6552
C -2.0118 -2.9041 -3.6556
C -5.4341 1.2344 2.8733
C -0.8510 3.4792 -2.8991
C 0.1132 -2.4200 3.4318
C -1.0303 -2.4689 -1.5060
C -2.3132 2.9397 -1.0618
C 1.3185 3.4910 4.0644
C 3.0125 1.5107 -3.6171
C -1.7754 -2.9509 -7.0780
C 1.8954 -2.5558 -2.7541
B 2.1434 -1.4772 2.1701
H 1.4268 -1.6136 -3.0253
H 1.6593 5.5481 4.5579
H -2.3884 -2.0675 -6.9666
H 3.9047 -4.1203 -1.3141
H -0.6749 -2.8338 -0.5543
H 1.5942 -3.5953 4.4268
H 4.7153 0.8907 4.4886
H 0.6711 1.4910 3.5720
H 3.4599 -0.3268 4.7403
H 4.8185 -0.6683 3.6704
H 2.1106 4.1178 1.1102
H -2.7728 -3.2498 0.6545
H 4.8943 -2.8767 2.0762
H -3.7674 1.4863 5.4295
H -5.6266 0.6164 3.7526
H -5.8929 2.2072 3.0568
H -2.6153 2.8223 5.3247
H -0.6682 6.2341 4.0726
H -3.6193 0.4860 0.6536
H 0.1623 -3.2309 5.3856
H -2.3096 4.5601 3.3157
H 3.0537 3.4439 -0.2093
H -1.8302 -4.3596 -2.0814
H -1.0859 -5.9712 -5.7056
H -4.3020 3.0801 4.8656
H 2.7708 -2.7112 -3.3831
H -4.0329 4.1873 -0.9455
H -0.8805 -2.3125 -8.9311
H 4.0922 -0.5629 -1.0628
H -3.4884 5.5343 -2.9209
H -0.9641 0.2754 -3.2645
H 4.0577 2.7936 2.7392
H -1.9399 -1.1711 -4.9481
H -1.4179 5.0902 -4.2208
H 2.7793 -1.9954 3.0205
H 3.7470 -4.1874 2.3528
H 0.8567 3.3974 -4.1642
H -3.5528 -2.1110 1.7299
H -1.9009 -3.2825 3.6883
H -2.5891 2.3529 -0.2046
H 2.9860 2.0958 -4.5229
H -5.9204 0.7793 2.0150
H 4.9875 -4.3464 1.1051
H 2.3365 3.1924 4.2743
H 1.3085 3.0995 -0.0925
H -2.7343 -1.5271 0.2639
H 1.3769 -1.9784 5.1027
H 0.3365 -6.0503 -7.7609
H 1.1977 -3.3676 -2.9658
*
```

frontier orbital gap = 7.410 eV
LUMO level = -7.70 eV

These are the Mulliken partial charges, in e, on atoms 1 to 5: number 1, Hf, carries 2.794; number 2, S, carries -0.100; number 3, S, carries -0.131; number 4, O, carries -0.101; number 5, N, carries 0.097

Entry from the OMol25 dataset: 2 unconnected molecules or ions with the total composition C4H9IN2 (the ωB97M-V functional and the def2-TZVPD basis).

Structure (ORCA input):
```
! RIJCOSX wB97M-V def2-TZVPD def2/J DEFGRID3
* xyz 0 1
I 2.1841 1.2507 -1.9839
N -0.5401 -0.0102 -0.3771
N -0.2766 -0.9880 0.2639
C -0.1196 2.8236 -0.8434
C -1.3468 -1.7431 0.9294
C 0.8174 1.7539 -0.4366
C 1.0518 -1.5559 0.4631
H -0.7753 3.0580 -0.0045
H -1.4114 -2.7451 0.5068
H -2.2849 -1.2158 0.7629
H 0.4457 3.7186 -1.1139
H -1.1488 -1.8153 1.9959
H 1.7568 -1.0224 -0.1691
H -0.7321 2.5505 -1.7045
H 1.3447 -1.4456 1.5062
H 1.0351 -2.6141 0.2048
*
```

frontier orbital gap (spin up / spin down) = 7.576 / 7.577 eV
LUMO level (spin up / spin down) = 0.21 / 0.21 eV

These are the Mulliken partial charges, in e, on atoms 1 to 5: number 1, I, carries -0.060; number 2, N, carries -0.681; number 3, N, carries 0.631; number 4, C, carries -0.989; number 5, C, carries -0.827

Entry from the OMol25 dataset: 13 unconnected molecules or ions with the total composition C22H23BCl48O5 (the ωB97M-V functional and the def2-TZVPD basis).

Structure (ORCA input):
```
! RIJCOSX wB97M-V def2-TZVPD def2/J DEFGRID3
* xyz 0 1
Cl -10.5874 2.6432 -3.8341
Cl 2.3288 2.7448 -2.3070
Cl 1.2575 -7.7915 0.9334
Cl 7.5740 0.6684 -7.4945
Cl -8.1350 3.2029 -2.4175
Cl 3.8142 6.3976 -7.1535
Cl -5.0911 -2.7248 -2.6429
Cl 1.1463 7.6046 -8.7350
Cl -1.3961 2.9662 6.5493
Cl 4.3703 0.0775 -2.4120
Cl 5.3299 2.3830 -6.8776
Cl -2.9969 3.6093 -1.2930
Cl 3.4876 -0.6041 -8.2919
Cl -4.7553 -0.3559 -4.8468
Cl 5.1974 5.7431 -4.7040
Cl -3.6918 0.8137 -7.2615
Cl 2.1969 6.5205 -11.1895
Cl 3.0749 9.1064 -10.2603
Cl -4.4127 -1.4959 -0.1369
Cl 0.8955 -5.6126 2.7934
Cl 1.1701 0.1573 -2.8494
Cl 6.6153 -1.7083 -2.7996
Cl -0.5328 2.4099 -2.2161
Cl -8.2421 1.0291 -4.3023
Cl 0.2040 -8.2988 3.5718
Cl 8.0128 3.2410 -6.2610
Cl -2.8518 1.7988 -4.6816
Cl -9.6607 0.8350 -1.7891
Cl -3.1099 4.5558 4.8606
Cl -1.4019 -6.9043 1.6206
Cl -6.1799 -3.7879 -0.1877
Cl 5.2463 -0.5378 -5.0571
Cl -5.5314 2.3145 -5.6141
Cl -7.0781 -1.2310 -1.1849
Cl -0.5302 3.6576 3.8926
Cl 3.9374 -2.5687 -3.4698
Cl 0.8391 2.2701 -4.7603
Cl 2.9709 7.5830 -4.6628
Cl -4.1422 1.3472 0.0801
Cl 2.5187 4.7737 -5.1533
Cl 2.9473 -3.4122 -7.8987
Cl -2.6904 3.3291 1.5670
Cl 7.1417 3.0878 -9.0076
Cl 0.8070 -1.6182 -8.6304
Cl 0.3905 8.7706 -11.2668
Cl -5.2727 3.9839 0.4456
Cl 1.9778 -1.4765 -5.9957
Cl -0.6870 5.6958 5.9283
O 0.8667 -2.8446 4.1778
O 2.4256 -4.1954 8.0330
O -1.9923 -0.7458 1.9289
O 3.2739 -1.3970 4.7775
O -0.5324 -0.6494 6.8295
C -1.1854 -2.9151 2.7799
C 7.0145 2.3452 -7.4097
C 2.3034 -1.7782 -7.7037
C -9.1561 1.9257 -3.0874
C 2.7082 -4.6874 5.7217
C -4.2094 1.1444 -5.6038
C 0.9530 1.9013 -3.0263
C 1.0572 -2.9071 6.5560
C 0.8427 -1.9900 5.3490
C -1.9235 -2.1451 1.6949
C -1.4358 4.2223 5.3073
C 1.6994 8.0015 -10.3629
C 0.2418 -7.1509 2.2298
C 3.6257 6.1251 -5.4192
C -1.6664 -0.9236 7.6185
C -0.5262 -1.3214 5.5810
C 5.0475 -1.1897 -3.4302
C 1.8738 0.6318 5.3165
C 0.2099 -2.3409 3.0218
C -5.6936 -2.3153 -1.0347
C -3.7791 3.0698 0.2003
C 2.4166 -3.5827 6.7149
B 2.0236 -0.9164 5.1602
H -1.9206 -0.5610 2.8744
H 0.3228 -3.7122 6.4400
H -2.5379 -0.3639 7.2776
H 2.8002 -4.2798 4.7225
H -2.9483 -2.5093 1.6193
H 0.7991 -2.6753 2.1673
H 2.7595 1.0766 5.7564
H 1.8355 1.0357 4.2987
H -1.2643 -2.1211 5.6134
H -1.4533 -0.5737 8.6241
H -0.7615 -0.5862 4.8123
H -1.8804 -1.9886 7.6887
H 3.2778 -1.5725 3.8217
H -1.1216 -3.9405 2.4389
H -1.4804 -2.3128 0.7168
H 0.9754 0.9716 5.8165
H 0.1818 -1.2555 2.9504
H 1.5052 -4.4266 8.2282
H 0.8321 -2.4124 7.4951
H -1.8107 -2.8859 3.6688
H 3.6913 -5.0785 5.9644
H 1.9858 -5.4949 5.7589
H 3.2546 -2.8971 6.7287
*
```

frontier orbital gap = 9.380 eV
LUMO level = -0.06 eV

These are the Mulliken partial charges, in e, on atoms 1 to 5: number 1, Cl, carries -0.103; number 2, Cl, carries -0.113; number 3, Cl, carries -0.112; number 4, Cl, carries -0.096; number 5, Cl, carries -0.073

Entry from the OMol25 dataset: a molecular structure, C7H15O4Zn (the ωB97M-V functional and the def2-TZVPD basis).

Structure (ORCA input):
```
! RIJCOSX wB97M-V def2-TZVPD def2/J DEFGRID3
* xyz 0 2
Zn -1.2692 -1.1443 0.9581
O 1.8380 0.9808 -0.5837
O -1.2547 -3.0377 0.6215
O -0.4112 -0.9169 -0.7509
O -0.4222 0.6802 1.8408
C -0.3040 0.2753 -1.5153
C 1.1384 0.6671 -1.7690
C 0.3389 1.6152 2.5014
C -1.7780 0.3200 2.2089
C -0.4039 -3.2735 -0.4485
C 1.7756 2.2859 -0.1690
C -0.4716 -2.1491 -1.4798
H -0.2077 2.5565 2.6466
H -1.7922 0.1902 3.3071
H 1.2479 3.1590 0.2207
H 1.6820 -0.1618 -2.2408
H 1.1549 1.5194 -2.4690
H -1.4267 -2.1681 -2.0308
H -0.6479 -4.2134 -0.9821
H 0.7705 1.1967 3.4231
H -0.8285 0.1455 -2.4737
H -0.8214 1.0587 -0.9442
H -2.4506 1.1327 1.8755
H 1.1217 1.9775 1.4132
H 2.4090 2.8807 -0.8467
H 0.6516 -3.3678 -0.1173
H 0.3615 -2.2087 -2.1962
*
```

frontier orbital gap (spin up / spin down) = 9.027 / 8.220 eV
LUMO level (spin up / spin down) = 0.57 / -0.34 eV

These are the Mulliken partial charges, in e, on atoms 1 to 5: number 1, Zn, carries 0.226; number 2, O, carries -0.334; number 3, O, carries -0.736; number 4, O, carries -0.113; number 5, O, carries -0.223

Here are the calculated DFT total energy numbers, same order: -3438.13853; -564.80762; -23342.17523; -2355.73195 (Ha).
Here are the calculated maximum force numbers, same order: 1.7; 2.1; 1.3; 5.2 (eV/Å).
Here are the calculated ΔE to the lowest compared entry with this formula, charge and spin numbers, same order: 1.2394; 3.3630; 0.6649; 0.4139 (eV).